The following is a quantum chemistry calculation of an isolated molecule of C4H8O2, from the Open Molecules 2025 dataset.

## Properties
- HOMO-LUMO gap (hartree) = 0.3938
- E (Eh) = -307.6425
- F_max (eV/Å) = 0.4
- SMILES = C[C@H]1OC[C@H]1O

Geometry (Å):
O1 -0.922 0.823 -1.412
O2 -0.006 -1.016 1.196
C1 0.663 -0.624 -0.031
C2 -1.233 -0.445 0.741
C3 1.541 0.599 0.132
C4 -0.711 -0.362 -0.694
H1 1.231 -1.475 -0.424
H2 0.966 1.451 0.509
H3 1.973 0.893 -0.831
H4 -1.336 1.462 -0.820
H5 2.354 0.392 0.834
H6 -2.114 -1.059 0.953
H7 -1.023 -1.201 -1.323
H8 -1.382 0.561 1.170


The following is a quantum chemistry calculation of an isolated molecule of C4H8O2, from the Open Molecules 2025 dataset.

## Properties
- HOMO-LUMO gap (hartree) = 0.4059
- E (Eh) = -307.5816
- F_max (eV/Å) = 3.4
- SMILES = C[C@@H](O)[C@H]1CO1

Geometry (Å):
O1 -1.523 0.712 -1.123
O2 1.250 1.626 -0.486
C1 -1.559 -0.628 -0.104
C2 0.523 0.686 0.269
C3 -0.431 0.039 -0.688
C4 1.212 -0.569 0.746
H1 1.652 -0.538 1.746
H2 -2.013 -0.340 0.837
H3 0.001 1.152 1.122
H4 1.993 -0.855 0.017
H5 0.110 -0.565 -1.424
H6 0.213 -1.252 0.742
H7 -1.991 -1.484 -0.600
H8 0.562 2.016 -1.053


The following is a quantum chemistry calculation of an isolated molecule of C4H8O2, from the Open Molecules 2025 dataset.

## Properties
- HOMO-LUMO gap (hartree) = 0.3849
- E (Eh) = -307.6190
- F_max (eV/Å) = 2.4
- SMILES = C1COCOC1

Geometry (Å):
O1 1.433 -0.406 -0.364
O2 -0.151 -0.421 1.409
C1 1.168 -0.776 0.968
C2 0.508 0.647 -1.044
C3 -1.132 -0.447 0.378
C4 -0.831 0.836 -0.396
H1 -0.958 1.694 0.282
H2 -2.124 -0.470 0.847
H3 -1.026 -1.340 -0.256
H4 0.387 0.062 -1.943
H5 1.848 -0.272 1.672
H6 1.275 -1.875 1.123
H7 -1.291 1.105 -1.374
H8 0.894 1.663 -1.303


The following is a quantum chemistry calculation of a cluster of 2 separate species, C4H8O2 in total, from the Open Molecules 2025 dataset.

## Properties
- HOMO-LUMO gap (alpha / beta) (hartree) = 0.3059 / 0.2774
- E (Eh) = -307.5300
- F_max (eV/Å) = 3.1

Geometry (Å):
O1 -0.527 1.258 -1.222
O2 1.604 0.690 2.354
C1 -1.280 -0.135 0.648
C2 1.235 1.511 1.586
C3 0.759 -0.837 -0.608
C4 -0.212 0.264 -0.284
H1 -2.158 0.358 0.185
H2 -1.393 -1.260 0.737
H3 1.117 2.651 1.643
H4 0.381 -1.391 -1.474
H5 -1.040 0.247 1.645
H6 1.842 -0.491 -0.813
H7 0.742 -1.698 -0.003
H8 0.064 1.010 -1.900


The following is a quantum chemistry calculation of a cluster of 2 separate species, C4H8O2 in total, from the Open Molecules 2025 dataset.

## Properties
- HOMO-LUMO gap (hartree) = 0.3255
- E (Eh) = -307.5227
- F_max (eV/Å) = 1.0
- SMILES = C=C(C=O)OC.[H][H]

Geometry (Å):
O1 -1.247 1.989 0.272
O2 0.961 -0.799 0.009
C1 -0.422 1.132 0.450
C2 -0.312 -0.333 0.032
C3 2.044 0.086 -0.201
C4 -1.246 -1.294 0.309
H1 -2.308 0.253 -0.759
H2 0.404 1.310 1.175
H3 -1.771 0.317 -1.272
H4 -0.939 -2.091 0.968
H5 2.435 0.444 0.755
H6 -2.187 -1.450 -0.191
H7 1.777 0.940 -0.838
H8 2.810 -0.503 -0.709


The following is a quantum chemistry calculation of a structure of composition C4H8O2, from the Open Molecules 2025 dataset.

## Properties
- HOMO-LUMO gap (hartree) = 0.3566
- E (Eh) = -307.5555
- F_max (eV/Å) = 3.7

Geometry (Å):
O1 0.066 -2.249 -0.451
O2 -0.278 1.392 -1.135
C1 0.864 0.560 -0.836
C2 0.309 0.261 0.518
C3 -0.643 1.426 0.254
C4 -0.578 -1.262 0.286
H1 0.971 0.369 1.414
H2 0.926 -0.337 -1.462
H3 -1.715 1.247 0.427
H4 1.807 1.113 -0.857
H5 0.502 -2.908 0.102
H6 -1.446 -0.950 -0.285
H7 -0.406 -1.054 1.309
H8 -0.378 2.394 0.717


The following is a quantum chemistry calculation of an isolated molecule of C4H8O2, from the Open Molecules 2025 dataset.

## Properties
- HOMO-LUMO gap (hartree) = 0.4039
- E (Eh) = -307.6549
- F_max (eV/Å) = 0.4
- SMILES = C[C@H]1CO[C@H]1O

Geometry (Å):
O1 1.547 0.864 -0.276
O2 -0.430 1.492 -1.350
C1 0.183 1.252 -0.127
C2 1.325 -0.397 0.384
C3 -1.198 -0.970 0.019
C4 -0.151 -0.058 0.630
H1 -1.190 -1.950 0.509
H2 1.954 -0.505 1.275
H3 0.067 2.176 0.451
H4 1.509 -1.244 -0.290
H5 -0.371 0.130 1.686
H6 -2.199 -0.542 0.124
H7 -1.015 -1.127 -1.050
H8 -0.032 0.879 -1.984


The following is a quantum chemistry calculation of a cluster of 2 separate species, C4H8O2 in total, from the Open Molecules 2025 dataset.

## Properties
- HOMO-LUMO gap (hartree) = 0.3870
- E (Eh) = -307.5666
- F_max (eV/Å) = 0.8
- SMILES = C=COCC=O.[H][H]

Geometry (Å):
O1 -0.846 1.326 -0.318
O2 1.325 -0.494 1.485
C1 -0.150 1.328 0.922
C2 -0.885 -0.870 -1.239
C3 1.112 0.484 0.810
C4 -0.367 0.347 -1.170
H1 -0.054 -2.159 0.159
H2 0.461 0.656 -1.806
H3 -0.778 0.935 1.731
H4 0.387 -1.979 0.728
H5 -1.743 -1.155 -0.639
H6 1.862 0.836 0.077
H7 0.135 2.361 1.164
H8 -0.459 -1.616 -1.903


The following is a quantum chemistry calculation of a structure of composition C4H8O2, from the Open Molecules 2025 dataset.

## Properties
- HOMO-LUMO gap (hartree) = 0.3277
- E (Eh) = -307.4988
- F_max (eV/Å) = 0.4

Geometry (Å):
O1 -0.722 1.788 -0.436
O2 -0.177 -2.304 -0.257
C1 -0.385 -1.151 0.528
C2 0.183 1.337 0.549
C3 0.503 -0.055 -0.016
C4 -0.171 1.119 -1.547
H1 0.872 1.480 -1.682
H2 -0.878 -2.938 -0.062
H3 1.551 -0.352 -0.079
H4 -0.019 -0.088 -1.207
H5 1.087 1.964 0.588
H6 -1.432 -0.809 0.495
H7 -0.116 -1.316 1.587
H8 -0.297 1.326 1.538